(1)
ORCA calculation (ωB97M-V/def2-TZVPD) on C18H21N5O2S in the gas phase in a non-equilibrium geometry.

Each line ends with the Mulliken charge.
Element x y z (Å)
1 C 3.875 1.784 2.978  -1.535
2 C 3.082 0.765 2.220  0.675
3 C 1.862 1.094 1.649  -0.008
4 C 1.123 0.138 0.969  -1.336
5 C 1.577 -1.173 0.826  1.278
6 C 2.799 -1.488 1.404  -1.089
7 C 3.537 -0.541 2.088  -0.701
8 H 4.484 -0.819 2.526  0.435
9 H 3.178 -2.496 1.311  0.423
10 C 0.771 -2.189 0.080  -1.298
11 H 0.460 -1.805 -0.892  0.233
12 H 1.348 -3.096 -0.074  0.439
13 H -0.127 -2.442 0.643  0.258
14 N -0.113 0.516 0.393  1.074
15 C -1.376 0.273 0.866  0.341
16 N -2.272 0.764 0.053  -0.577
17 N -1.615 1.338 -0.967  -0.792
18 C -0.333 1.198 -0.771  0.657
19 C 0.736 1.653 -1.698  -0.527
20 C 0.556 1.046 -3.065  0.533
21 C 1.576 0.538 -3.786  -0.393
22 C 1.345 -0.001 -5.112  0.045
23 O 2.180 -0.481 -5.844  -0.638
24 N 0.012 0.073 -5.513  -0.032
25 C -1.057 0.559 -4.796  0.185
26 O -2.188 0.554 -5.210  -0.635
27 N -0.714 1.059 -3.558  -0.081
28 H -1.466 1.360 -2.933  0.256
29 H -0.202 -0.293 -6.434  0.224
30 H 2.586 0.520 -3.415  0.465
31 H 1.715 1.393 -1.294  0.235
32 H 0.676 2.742 -1.799  0.344
33 S -1.654 -0.558 2.357  -0.217
34 C -3.501 -0.519 2.368  0.434
35 C -4.043 -1.553 1.399  -1.308
36 H -3.713 -1.330 0.388  0.386
37 H -5.131 -1.532 1.416  0.388
38 H -3.709 -2.551 1.676  0.284
39 C -3.961 -0.755 3.795  -1.462
40 H -5.046 -0.686 3.845  0.405
41 H -3.659 -1.744 4.134  0.345
42 H -3.534 -0.014 4.468  0.387
43 H -3.760 0.486 2.030  0.355
44 H 1.472 2.099 1.733  0.482
45 H 3.601 2.793 2.681  0.373
46 H 3.683 1.681 4.047  0.290
47 H 4.941 1.642 2.815  0.401

Values from the calculation:
Gap between HOMO and LUMO ... 9.1 eV
Calculated total energy ... -41389.6686 eV
Relative energy (zero: lowest compared OMol25 entry of this formula, charge and spin) ... 0.0 kJ/mol
Structure (SMILES) ... Cc1ccc(C)c(-n2c(Cc3cc(=O)[nH]c(=O)[nH]3)nnc2SC(C)C)c1
Strongest force on any atom ... 1.109 eV/Å
Net charge ... 0



(2)
ORCA calculation (ωB97M-V/def2-TZVPD) on C18H21N7O3S3 in the gas phase in a non-equilibrium geometry.

Each line ends with the Mulliken charge.
Element x y z (Å)
1 C 3.762 3.119 -2.075  -0.843
2 C 3.604 3.496 -0.821  -0.068
3 C 2.820 2.752 0.226  -0.992
4 N 2.251 1.526 -0.253  0.409
5 C 2.815 0.281 -0.180  0.583
6 N 2.085 -0.587 -0.823  -0.150
7 N 1.023 0.064 -1.320  -0.788
8 C 1.120 1.322 -0.999  0.494
9 C 0.109 2.362 -1.316  -1.117
10 C -0.989 2.317 -0.288  0.236
11 C -0.871 2.628 1.027  -0.196
12 S -2.374 2.390 1.852  -0.203
13 C -3.053 1.861 0.315  0.479
14 N -2.224 1.885 -0.668  -0.660
15 N -4.372 1.568 0.220  -0.413
16 H -4.788 1.173 1.049  0.293
17 H -4.626 1.098 -0.636  0.287
18 H -0.021 2.988 1.570  0.390
19 H -0.337 2.133 -2.283  0.339
20 H 0.575 3.349 -1.347  0.359
21 S 4.280 -0.044 0.702  -0.207
22 C 3.878 -1.646 1.489  -0.449
23 C 3.724 -2.742 0.466  0.310
24 O 4.655 -3.277 -0.083  -0.620
25 N 2.438 -3.155 0.183  -0.034
26 C 1.241 -2.595 0.529  0.528
27 N 1.012 -1.875 1.582  -0.365
28 C -0.271 -1.453 1.650  -0.596
29 C -1.070 -1.886 0.616  1.397
30 C -2.464 -1.599 0.336  0.406
31 O -3.203 -0.928 1.026  -0.652
32 O -2.840 -2.183 -0.808  -0.268
33 C -4.178 -1.988 -1.253  -0.183
34 C -4.634 -3.232 -1.995  -1.317
35 H -3.966 -3.431 -2.828  0.319
36 H -5.642 -3.083 -2.372  0.398
37 H -4.626 -4.092 -1.330  0.327
38 H -4.814 -1.785 -0.383  0.341
39 H -4.189 -1.115 -1.916  0.218
40 S -0.155 -2.877 -0.481  -0.278
41 C -0.690 -0.608 2.797  -1.345
42 H -0.157 0.341 2.768  0.194
43 H -0.431 -1.108 3.728  0.429
44 H -1.758 -0.424 2.758  0.261
45 H 2.396 -3.797 -0.602  0.248
46 H 2.978 -1.519 2.087  0.295
47 H 4.752 -1.852 2.107  0.477
48 H 2.018 3.396 0.602  0.239
49 H 3.485 2.505 1.062  0.536
50 H 4.052 4.409 -0.453  0.396
51 H 4.340 3.704 -2.768  0.309
52 H 3.330 2.213 -2.467  0.245

Values from the calculation:
Gap between HOMO and LUMO ... 8.5 eV
Calculated total energy ... -68086.2738 eV
Relative energy (zero: lowest compared OMol25 entry of this formula, charge and spin) ... 0.0 kJ/mol
Structure (SMILES) ... C=CCn1c(Cc2csc(N)n2)nnc1SCC(=O)Nc1nc(C)c(C(=O)OCC)s1
Strongest force on any atom ... 1.190 eV/Å
Net charge ... 0



(3)
ORCA calculation (ωB97M-V/def2-TZVPD) on a molecular structure, C18H21N7PbS4Se.

Each line ends with the Mulliken charge.
Element x y z (Å)
1 Pb -1.135 -0.878 0.206  0.788
2 C 2.434 -4.939 -0.984  -1.200
3 C 2.569 -3.867 0.043  0.057
4 S 2.144 -2.154 -0.189  0.032
5 C 3.094 -3.862 1.275  0.687
6 C 3.713 -4.917 2.122  -1.112
7 S 2.991 -2.147 1.727  -0.230
8 H 1.548 -4.793 -1.602  0.298
9 H 2.349 -5.914 -0.504  0.369
10 H 3.301 -4.959 -1.645  0.290
11 H 3.727 -5.865 1.587  0.327
12 H 3.161 -5.055 3.053  0.300
13 H 4.742 -4.655 2.373  0.311
14 C 0.733 -0.288 5.877  -1.281
15 C 0.675 0.631 4.718  0.889
16 N 0.946 1.897 4.720  -0.726
17 N 0.751 2.294 3.432  0.305
18 C 0.350 1.316 2.632  0.260
19 S 0.054 1.457 0.949  -0.488
20 N 0.301 0.239 3.437  0.520
21 N -0.095 -1.023 2.995  -0.860
22 H 0.991 0.286 6.763  0.353
23 H 1.490 -1.059 5.726  0.315
24 H -0.230 -0.772 6.048  0.359
25 H 0.917 3.256 3.177  0.172
26 H 0.729 -1.594 2.789  0.109
27 H -0.634 -1.477 3.725  0.272
28 Se -0.303 -2.295 -3.094  0.342
29 N -0.400 -0.770 -2.147  -0.351
30 C -0.007 0.217 -2.945  1.047
31 C 0.041 1.602 -2.615  0.025
32 C 0.447 2.481 -3.564  -0.883
33 C 0.832 2.064 -4.882  -0.562
34 C 0.810 0.762 -5.243  -0.691
35 C 0.378 -0.203 -4.279  0.687
36 N 0.277 -1.495 -4.524  -0.673
37 H -0.226 1.934 -1.621  0.109
38 H 0.491 3.536 -3.327  0.440
39 H 1.146 2.815 -5.594  0.410
40 H 1.103 0.427 -6.228  0.469
41 S -3.471 0.151 -0.686  -0.344
42 C -3.661 1.836 -0.996  0.743
43 N -2.987 2.775 -0.300  0.167
44 C -3.137 4.110 -0.481  -0.105
45 C -4.015 4.577 -1.409  -0.692
46 C -4.749 3.641 -2.156  -0.121
47 C -4.575 2.293 -1.954  -0.796
48 H -2.344 2.453 0.419  -0.030
49 H -2.536 4.749 0.149  0.421
50 H -4.142 5.639 -1.553  0.433
51 H -5.457 3.986 -2.898  0.430
52 H -5.131 1.561 -2.521  0.411

Values from the calculation:
Gap between HOMO and LUMO ... 7.3 eV
Calculated total energy ... -143358.3461 eV
Relative energy (zero: lowest compared OMol25 entry of this formula, charge and spin) ... 0.0 kJ/mol
Strongest force on any atom ... 0.380 eV/Å
Net charge ... +2



(4)
ORCA calculation (ωB97M-V/def2-TZVPD) on C18H21NO in the gas phase in a non-equilibrium geometry.

Each line ends with the Mulliken charge.
Element x y z (Å)
1 O 2.444 1.956 -2.229  -0.680
2 C 1.484 2.219 -1.327  -0.003
3 N 0.091 2.168 -1.712  0.159
4 H -0.509 2.415 -1.029  0.205
5 C -0.243 2.059 -2.984  -1.365
6 H 0.425 2.486 -3.889  0.200
7 H -1.085 2.140 -3.279  1.065
8 C -0.119 0.451 -3.382  -1.246
9 C -0.664 -0.425 -2.333  0.850
10 C 0.267 -1.306 -1.495  -1.076
11 C -0.375 -2.220 -0.694  -0.382
12 C -1.742 -2.043 -0.375  0.105
13 C -2.421 -1.122 -0.872  -1.213
14 C -1.982 -0.579 -2.048  0.099
15 H -2.694 0.227 -2.562  0.191
16 H -3.395 -1.297 -0.871  0.599
17 H -1.874 -2.684 0.613  0.238
18 H 0.497 -2.758 -0.002  0.181
19 H 1.175 -1.401 -1.705  0.897
20 H 1.114 0.118 -3.540  0.297
21 H -0.533 0.206 -4.360  0.547
22 C 1.832 2.556 -0.194  -0.379
23 C 1.666 1.309 0.819  -0.548
24 H 2.369 0.501 0.288  0.222
25 H 1.890 1.697 1.826  0.441
26 C 0.234 0.901 1.217  -1.239
27 C 0.242 -0.104 2.203  0.346
28 C -1.277 -0.565 2.597  -0.855
29 C -1.234 -1.553 3.400  -0.050
30 C -0.224 -2.414 3.851  -0.875
31 C 0.849 -2.156 3.282  -0.479
32 C 1.100 -0.934 2.478  0.298
33 H 2.144 -0.923 2.074  0.250
34 H 1.864 -2.661 3.619  0.177
35 H -0.405 -3.160 4.485  0.654
36 H -2.455 -1.894 3.805  0.044
37 H -2.102 0.261 2.429  0.286
38 H -0.128 1.613 1.471  1.917
39 H -0.210 0.619 0.171  -0.425
40 H 1.055 3.328 0.152  0.278
41 H 2.929 2.970 0.102  0.268

Values from the calculation:
Gap between HOMO and LUMO ... 9.3 eV
Calculated total energy ... -22529.9771 eV
Relative energy (zero: lowest compared OMol25 entry of this formula, charge and spin) ... 1509.4 kJ/mol
Structure (SMILES) ... O=C(CCCc1ccccc1)NCCc1ccccc1
Strongest force on any atom ... 18.983 eV/Å
Net charge ... 0



(5)
ORCA calculation (ωB97M-V/def2-TZVPD) on C18H21NO7S in the gas phase in a non-equilibrium geometry.

Each line ends with the Mulliken charge.
Element x y z (Å)
1 C -1.853 -2.678 2.544  -0.925
2 H -2.899 -2.951 2.693  0.438
3 H -1.614 -1.765 3.088  0.242
4 H -1.210 -3.494 2.879  0.289
5 O -1.607 -2.431 1.164  -0.169
6 C -2.536 -2.816 0.289  0.582
7 O -3.561 -3.370 0.586  -0.624
8 C -2.133 -2.491 -1.141  -0.758
9 N -1.272 -1.349 -1.277  0.053
10 C -1.737 -0.069 -0.973  0.960
11 C -2.985 0.131 -0.388  -0.936
12 C -3.433 1.402 -0.064  -0.788
13 C -2.640 2.512 -0.316  0.829
14 C -1.393 2.316 -0.910  -1.036
15 C -0.950 1.053 -1.234  -0.150
16 H 0.002 0.939 -1.721  0.391
17 H -0.783 3.181 -1.118  0.443
18 O -2.978 3.804 -0.032  -0.458
19 C -4.244 4.055 0.527  -0.848
20 H -4.354 3.576 1.506  0.332
21 H -4.304 5.135 0.647  0.240
22 H -5.049 3.720 -0.134  0.342
23 H -4.408 1.501 0.385  0.406
24 H -3.636 -0.702 -0.177  0.338
25 S 0.224 -1.589 -2.026  1.622
26 O 0.379 -3.013 -2.119  -0.811
27 O 0.301 -0.840 -3.247  -0.704
28 C 1.436 -0.953 -0.879  -0.776
29 C 1.378 -1.290 0.451  -1.213
30 C 2.369 -0.825 1.307  -0.747
31 C 3.408 -0.041 0.829  1.041
32 C 3.457 0.294 -0.549  0.685
33 C 2.462 -0.173 -1.390  0.140
34 H 2.448 0.048 -2.444  0.601
35 O 4.505 1.060 -0.930  -0.448
36 C 4.609 1.418 -2.290  -0.890
37 H 5.513 2.019 -2.363  0.231
38 H 4.705 0.536 -2.930  0.355
39 H 3.749 2.011 -2.615  0.357
40 O 4.422 0.454 1.579  -0.425
41 C 4.458 0.149 2.953  -0.930
42 H 5.353 0.638 3.335  0.236
43 H 4.533 -0.929 3.124  0.368
44 H 3.580 0.542 3.476  0.364
45 H 2.321 -1.087 2.352  0.399
46 H 0.570 -1.898 0.816  0.492
47 H -3.045 -2.395 -1.743  0.396
48 H -1.559 -3.344 -1.520  0.463

Values from the calculation:
Gap between HOMO and LUMO ... 8.5 eV
Calculated total energy ... -45662.8359 eV
Relative energy (zero: lowest compared OMol25 entry of this formula, charge and spin) ... 49.8 kJ/mol
Structure (SMILES) ... COC(=O)CN(c1ccc(OC)cc1)S(=O)(=O)c1ccc(OC)c(OC)c1
Strongest force on any atom ... 1.216 eV/Å
Net charge ... 0



What did the fourth record say?
ORCA calculation (ωB97M-V/def2-TZVPD) on C18H21NO in the gas phase in a non-equilibrium geometry.

Each line ends with the Mulliken charge.
Element x y z (Å)
1 O 2.444 1.956 -2.229  -0.680
2 C 1.484 2.219 -1.327  -0.003
3 N 0.091 2.168 -1.712  0.159
4 H -0.509 2.415 -1.029  0.205
5 C -0.243 2.059 -2.984  -1.365
6 H 0.425 2.486 -3.889  0.200
7 H -1.085 2.140 -3.279  1.065
8 C -0.119 0.451 -3.382  -1.246
9 C -0.664 -0.425 -2.333  0.850
10 C 0.267 -1.306 -1.495  -1.076
11 C -0.375 -2.220 -0.694  -0.382
12 C -1.742 -2.043 -0.375  0.105
13 C -2.421 -1.122 -0.872  -1.213
14 C -1.982 -0.579 -2.048  0.099
15 H -2.694 0.227 -2.562  0.191
16 H -3.395 -1.297 -0.871  0.599
17 H -1.874 -2.684 0.613  0.238
18 H 0.497 -2.758 -0.002  0.181
19 H 1.175 -1.401 -1.705  0.897
20 H 1.114 0.118 -3.540  0.297
21 H -0.533 0.206 -4.360  0.547
22 C 1.832 2.556 -0.194  -0.379
23 C 1.666 1.309 0.819  -0.548
24 H 2.369 0.501 0.288  0.222
25 H 1.890 1.697 1.826  0.441
26 C 0.234 0.901 1.217  -1.239
27 C 0.242 -0.104 2.203  0.346
28 C -1.277 -0.565 2.597  -0.855
29 C -1.234 -1.553 3.400  -0.050
30 C -0.224 -2.414 3.851  -0.875
31 C 0.849 -2.156 3.282  -0.479
32 C 1.100 -0.934 2.478  0.298
33 H 2.144 -0.923 2.074  0.250
34 H 1.864 -2.661 3.619  0.177
35 H -0.405 -3.160 4.485  0.654
36 H -2.455 -1.894 3.805  0.044
37 H -2.102 0.261 2.429  0.286
38 H -0.128 1.613 1.471  1.917
39 H -0.210 0.619 0.171  -0.425
40 H 1.055 3.328 0.152  0.278
41 H 2.929 2.970 0.102  0.268

Values from the calculation:
Gap between HOMO and LUMO ... 9.3 eV
Calculated total energy ... -22529.9771 eV
Relative energy (zero: lowest compared OMol25 entry of this formula, charge and spin) ... 1509.4 kJ/mol
Structure (SMILES) ... O=C(CCCc1ccccc1)NCCc1ccccc1
Strongest force on any atom ... 18.983 eV/Å
Net charge ... 0



- Which formula does entry 1 have?
  C18H21N5O2S